[1]
C23H31F5MoN3O12P3S4 | ωB97M-V/def2-TZVPD

Geometry as XYZ:
```
82
Properties=species:S:1:pos:R:3:forces:R:3
C -2.94299 -3.04917 -4.04319 -0.4 0.0 -0.4
C 4.31688 -1.32377 1.67345 -0.4 -0.3 -0.1
O 2.80939 1.34518 0.09704 0.3 0.3 -0.2
H -4.29827 -4.52200 -3.26725 -0.1 -0.1 0.0
O 4.51217 3.19160 0.11005 -0.6 -0.3 0.0
O -1.25406 -0.46724 3.37782 -0.2 -0.2 -0.1
H 1.73312 -5.44356 4.83322 0.1 0.0 0.1
P 3.53967 2.25153 1.03756 0.2 0.1 -0.9
C 0.87536 -4.88183 4.49156 -0.1 -0.1 -0.1
S -3.61038 -1.80398 -1.11589 0.6 -0.4 -0.1
C -1.34870 0.36479 -0.71982 -1.8 1.1 -0.6
P 0.69062 2.47517 1.34146 -0.4 1.3 -0.4
O -0.39369 3.28347 2.18486 0.4 0.2 -0.1
C -1.37118 -4.83930 3.61465 0.1 -0.1 0.1
H -2.14329 -2.87242 3.19102 -0.2 0.0 -0.1
N -0.29749 -6.94909 4.08014 -0.1 -0.4 0.1
C 0.91201 -3.50326 4.45975 0.0 0.1 0.1
H -0.92977 2.66460 2.68596 -0.4 -0.2 0.2
F -4.02037 2.73127 0.22826 0.1 -0.2 -0.2
H 2.93027 2.83456 3.35499 0.1 0.0 0.0
H 3.53643 0.71128 -3.43603 0.1 -0.1 -0.1
S -0.07305 -2.77617 -1.03600 -0.7 0.3 0.3
C -3.03692 -4.65509 0.20334 -0.3 -0.1 0.4
F -4.44600 2.65326 -2.48407 0.3 -0.3 0.2
H 2.14316 0.55865 -1.17235 0.4 0.3 0.1
H -3.68407 -3.79722 0.43130 0.2 -0.2 0.0
C 1.50133 1.13767 -2.89136 -0.2 0.3 -0.6
O 0.24727 2.69923 -0.18905 0.5 0.1 0.4
C -0.25824 -5.56684 4.04604 0.0 0.3 0.1
H 1.78967 -2.95688 4.76806 0.1 0.0 0.1
H -3.13219 -5.15887 -4.43249 0.0 -0.1 0.0
C -2.66583 1.08252 -2.69346 0.0 0.3 -0.1
H 2.14236 4.66772 -0.07261 0.0 0.1 -0.1
H 4.16958 -1.47635 -0.48622 0.1 0.1 0.0
Mo 0.36002 -0.60378 0.06152 0.5 0.0 -0.8
H -0.97924 -7.37478 3.47182 0.1 0.0 0.0
H -4.59442 -5.85896 -0.63939 -0.1 0.0 -0.1
O -1.88835 -3.23101 -3.11346 0.1 0.0 0.0
H 5.26994 3.39926 0.65053 0.5 0.2 0.2
C -3.47688 1.90462 -1.92075 0.2 -0.2 0.0
H 1.04752 0.63340 -3.74877 0.0 0.2 0.1
O 1.03363 -0.47087 4.28440 -0.1 -0.3 0.1
C -0.18511 -2.79956 3.99400 0.0 0.5 -0.1
C -3.86023 -5.93170 0.15907 0.3 0.3 -0.1
H 2.93255 2.24836 -4.07357 0.0 0.1 -0.1
F -2.86553 1.00853 -4.02657 0.0 0.0 0.3
C 2.15618 4.78267 1.00979 0.0 -0.1 0.0
H -4.38515 -6.08011 1.09924 0.0 0.0 0.2
C -1.65912 0.35107 -2.08844 0.6 -0.1 0.5
H 0.07201 3.62477 -0.37631 -0.2 0.2 -0.1
S 3.15697 -1.24638 2.96277 0.7 0.1 -0.5
H 3.35082 2.09897 -2.36025 0.1 0.1 0.1
H 1.26157 5.30115 1.35429 -0.1 0.1 0.0
C 2.92259 1.58242 -3.21533 -0.3 -0.1 0.2
N 2.34165 -1.51693 0.54962 -0.8 0.0 -0.1
F -2.06693 1.30167 1.33749 -0.3 -0.1 -0.1
H 5.36156 -1.23034 1.87687 0.3 0.0 0.0
N 0.58480 -1.48817 1.98625 -1.1 0.4 0.2
C -3.77460 -4.31349 -4.19782 0.2 0.2 0.1
C -1.32325 -3.46198 3.56955 -0.1 0.0 0.1
O -2.45182 -4.46449 -1.07323 0.2 0.1 -0.2
H -4.49802 -4.18269 -4.99936 -0.1 0.0 -0.1
H -2.25502 -5.37103 3.29080 -0.1 0.0 0.0
P -2.07049 -2.96090 -1.55344 -0.1 -0.3 0.2
H 0.59933 -7.41013 4.07712 -0.1 0.0 -0.1
C -3.25443 1.93533 -0.54963 -0.1 0.1 0.0
H -2.24047 -4.71184 0.95252 0.0 0.0 0.0
H 3.02681 5.37465 1.28618 0.0 0.0 0.0
H -3.58223 -2.22413 -3.70559 0.2 0.0 -0.2
C -2.22543 1.18747 -0.00130 0.3 -0.3 -0.2
O 1.52513 0.18976 -1.84139 -0.1 -0.5 0.9
H -3.21335 -6.78348 -0.03476 0.0 -0.2 0.0
H 0.87805 1.99994 -2.60857 0.1 -0.2 -0.1
C 3.69737 -1.44056 0.48124 0.7 0.1 0.1
O 0.66740 1.04175 1.67440 -0.1 -0.7 -0.5
H -2.45252 -2.78403 -4.98421 -0.1 0.0 0.1
S 0.02124 -1.10528 3.48116 -0.4 -0.6 0.2
C 1.90153 -1.42901 1.78265 1.5 -0.7 1.2
F -0.93500 -0.45761 -2.90606 -0.4 0.4 -0.1
C 2.23511 3.42087 1.67124 -0.3 -0.9 -0.4
O 2.34187 3.55167 3.06106 0.1 0.1 0.6
O 4.30360 1.74282 2.19754 0.1 0.2 0.4
```
Forces are in eV/Å.

The HOMO-LUMO gap (alpha / beta) comes out at 7.52 / 8.00 eV. For the total energy, the calculation gives -5146.9212 Eh. As for the spin multiplicity: 4. As for the relative energy (zero: lowest compared OMol25 entry of this formula, charge and spin): 3.061 eV. Its net charge is -1. Its LUMO energy (alpha / beta) is 2.41 / 2.41 eV.

=====

[2]
C2H7N2O | ωB97M-V/def2-TZVPD

Geometry as XYZ:
```
12
Properties=species:S:1:pos:R:3:forces:R:3
H -1.69014 -1.45595 -1.16268 0.0 0.1 0.0
H 1.85137 0.43931 -1.04251 -0.3 -0.2 0.3
H 1.06520 2.09785 -0.84479 0.3 0.2 -0.4
H 3.14212 0.96034 0.75611 0.6 0.0 -0.6
H -0.98413 -2.27544 0.23961 0.1 0.0 -0.1
N 2.67319 1.76838 0.34709 -0.6 0.2 0.8
N -2.29002 -0.75770 0.70356 -0.2 -0.2 -0.3
H -1.88028 -0.65982 1.62747 0.1 0.1 0.0
H -2.46472 0.19253 0.38714 0.0 0.1 0.1
O -0.10967 -0.46376 -0.26422 0.1 0.0 -0.2
C -1.17212 -1.25472 -0.19091 -0.2 -0.2 0.4
C 1.85918 1.40898 -0.55587 0.0 -0.1 0.1
```
Forces are in eV/Å.

The HOMO-LUMO gap comes out at 7.34 eV. For the total energy, the calculation gives -265.1143 Eh. As for the relative energy (zero: lowest compared OMol25 entry of this formula, charge and spin): 1.252 eV. Its net charge is -1. Its LUMO energy is 4.61 eV.

=====

[3]
C48H46N4O3OsTe | ωB97M-V/def2-TZVPD

Geometry as XYZ:
```
103
Properties=species:S:1:pos:R:3:forces:R:3
H -1.70849 4.37854 8.22044 0.0 0.0 0.0
H 1.96934 1.63973 6.21301 0.1 0.1 0.0
C -3.94730 -1.17398 5.62050 0.0 -0.1 -0.1
C -1.00615 3.14254 5.67423 0.1 0.1 -0.2
C -2.87489 -4.53876 1.06449 0.0 0.0 0.1
C -1.64727 2.73950 6.84633 -0.1 0.1 0.1
O 1.03208 -3.39062 -0.05477 -0.2 0.3 -0.1
H 3.64435 1.56225 6.76462 0.0 0.0 0.0
C -2.24660 3.36527 -0.93465 0.0 -0.1 0.0
H -5.88174 1.55758 5.06558 0.0 0.0 0.0
N -0.97815 -0.18485 2.49432 0.2 0.4 -1.8
C -4.63129 -2.43548 1.48258 0.0 0.0 0.0
N -0.34889 2.16040 0.16902 -0.4 -0.2 0.1
H -3.01635 4.38089 7.05157 0.0 0.0 0.0
H -0.03252 4.61461 -1.52533 0.0 0.0 0.0
Os -0.81552 0.22871 0.57678 0.3 -0.9 1.5
H 0.33377 -3.95071 5.37470 0.0 0.0 -0.1
C -4.96342 -0.24111 5.79299 0.0 0.0 0.0
C 0.04847 4.38136 -0.46695 -0.1 0.0 0.0
H 0.16347 5.29276 0.10951 0.1 0.0 0.1
C -4.20955 0.97228 3.86264 -0.2 0.2 0.0
H -2.06408 1.27041 -1.44532 0.0 0.0 0.0
C -2.61050 2.20146 -1.59684 0.0 0.1 0.0
C 2.90914 1.09423 6.11429 -0.2 0.2 0.0
H -0.03247 -1.07041 7.70409 0.0 0.0 -0.1
Te 0.66961 -0.45256 4.01499 2.4 0.4 1.2
C -3.17637 0.04948 3.70358 0.4 0.0 -0.3
C 1.85443 1.23226 0.03145 -0.2 0.2 0.1
C -0.83752 -0.95214 6.97361 0.0 -0.1 0.0
N -0.54608 -1.80253 0.05942 -0.3 0.4 0.1
C -4.93564 -3.69666 1.97742 0.0 0.0 0.0
H -1.63254 -2.96013 -1.31131 0.0 0.1 0.0
C 2.57829 -3.11405 7.02877 1.2 0.6 1.3
C 2.72737 -0.34537 6.48022 -1.8 -0.5 -1.2
H -1.77172 -1.19639 7.47611 0.0 0.1 0.0
C -0.27698 0.90488 5.27466 0.1 -0.2 -0.4
C -2.96668 4.53277 -1.16876 0.0 0.0 0.0
H -3.04299 3.24286 8.40876 0.0 0.0 0.0
C -2.55976 -3.27488 0.57554 0.1 0.0 0.1
H -5.86260 -3.86391 2.50946 0.0 0.0 0.0
H 4.57690 -2.03778 9.59220 0.0 0.0 0.0
C -5.08922 0.83554 4.92317 0.0 0.1 -0.1
C 3.91873 -2.76438 9.12330 -0.2 -0.4 0.6
C 0.39618 2.76697 3.64872 0.1 0.0 0.1
C 3.30569 -0.84670 7.61530 0.3 -1.4 0.3
H -2.27928 -1.77208 4.40835 0.0 0.0 0.0
H -3.27529 -1.26189 0.33508 0.0 0.0 -0.1
H -3.87720 -2.02626 6.28374 0.0 0.0 0.0
H -2.04061 1.08567 8.13788 0.0 0.0 0.0
C -1.07820 3.43671 0.01981 -0.1 0.1 -0.1
H -4.29965 -5.73798 2.12298 0.0 0.0 0.0
H -5.67406 -0.36494 6.59973 0.0 0.0 0.0
H -2.21994 -5.38512 0.90088 0.0 0.0 0.0
H 3.15238 -3.05626 9.85389 0.2 0.0 0.0
C 1.97849 -2.66847 5.88311 -0.8 1.7 -0.4
C 3.86726 -0.03167 -0.08356 -0.1 0.0 0.0
H 4.47802 -3.67246 8.88722 0.0 0.1 0.0
H 2.54790 -4.17115 7.27060 0.2 0.0 -0.1
C 0.92094 2.38375 -0.01822 0.7 0.1 -0.1
H -0.31136 -4.74231 0.74329 0.1 0.1 0.1
H 1.90881 -4.55063 4.86979 0.0 0.0 0.0
H 3.85351 -0.18266 8.27298 0.1 0.0 -0.1
H -5.31959 -1.61244 1.62728 0.0 0.0 0.0
H 0.13175 2.19816 2.75780 0.0 0.0 -0.1
C -3.45951 -2.23265 0.77081 -0.1 0.0 -0.1
O -2.68880 0.65453 1.44603 -0.1 0.3 0.2
C -0.23366 -4.13525 -0.15360 0.0 -0.1 0.0
C -1.32240 -3.05055 -0.26754 -0.2 0.0 0.0
H 3.25537 1.19496 5.08333 0.0 0.0 0.0
C -0.31878 2.25214 4.87001 -0.2 0.2 0.1
C -4.02525 4.53442 -2.06354 0.0 0.0 0.0
H 4.94394 -0.08219 -0.16913 0.0 0.0 0.0
C 1.74542 -1.08857 0.12110 -0.2 -0.1 0.0
C 3.22717 1.21030 -0.09887 0.0 0.0 -0.1
H -5.20289 3.36880 -3.42614 0.0 0.0 0.0
C -2.40354 3.73384 7.67867 0.1 -0.1 0.0
H -0.16277 -4.77319 -1.02811 0.0 0.0 0.0
H 0.14326 3.81239 3.47734 0.0 0.0 0.0
C 3.12120 -1.20270 0.00470 0.0 0.0 0.0
C 1.94265 -1.25625 5.67809 0.5 -0.7 -0.1
C -2.28022 0.18769 2.56181 -1.7 -0.2 0.3
C -0.87970 0.46194 6.45785 0.0 0.0 0.3
C -4.05965 -4.74716 1.76138 0.1 0.0 0.0
H -4.57371 5.44879 -2.24485 0.0 0.0 0.0
C -3.04560 -1.02497 4.58155 0.0 -0.2 0.1
C 1.30285 -3.65126 4.96844 -0.2 0.0 0.3
C -1.55663 1.40883 7.22294 0.0 -0.2 0.0
H -1.43023 3.72286 1.01353 0.0 0.0 0.0
H 3.58412 -2.17926 -0.04097 0.0 0.0 0.0
H -1.04225 4.18823 5.38901 0.0 0.0 0.0
H 1.48134 2.71047 3.77700 0.0 0.0 0.0
H -0.68656 -1.69339 6.18776 0.0 0.0 0.1
H 3.77806 2.13271 -0.22551 0.0 0.0 0.0
C 0.70546 -2.13747 0.07424 0.6 -0.2 -0.1
C 3.24884 -2.22492 7.92120 -0.7 0.0 -1.2
C -4.38053 3.36586 -2.72386 0.0 0.0 0.0
O 1.29456 3.58578 -0.30474 -0.2 -0.3 0.1
H -2.70679 5.44871 -0.64789 0.0 0.0 0.0
H -3.94887 1.28496 -3.00113 0.0 0.0 0.0
N 1.15290 0.10096 0.17652 0.2 0.0 0.0
H -4.30811 1.79127 3.16183 0.0 0.0 0.0
H 1.13759 -3.25200 3.96786 0.0 0.1 -0.2
C -3.67582 2.19692 -2.48750 0.0 0.0 0.0
```
Forces are in eV/Å.

The HOMO-LUMO gap (alpha / beta) comes out at 4.13 / 4.78 eV. For the total energy, the calculation gives -2659.1570 Eh. As for the spin multiplicity: 2. Its net charge is +3. Its LUMO energy (alpha / beta) is -11.05 / -10.37 eV.

=====

[4]
C2H7N4O | ωB97M-V/def2-TZVPD

Geometry as XYZ:
```
14
Properties=species:S:1:pos:R:3:forces:R:3
H -1.34390 -1.10409 -1.98129 0.0 0.0 0.2
N 2.51427 -0.33825 0.03735 -1.7 -0.1 0.2
C 1.45940 1.79224 -0.10152 -0.6 2.1 -0.2
N -1.78103 -1.14484 -1.07555 -0.8 -0.4 -0.3
H 0.52353 1.96188 -0.63669 0.1 -0.2 0.1
H -2.69387 -1.17702 1.28888 0.1 0.1 0.1
H 2.28528 2.24805 -0.65038 0.0 -0.3 0.0
H -1.30804 -0.45057 1.99808 0.0 -0.1 -0.2
N -1.76358 -0.78063 1.16324 -0.7 -0.3 0.4
H -2.70986 -1.56579 -1.05653 0.1 0.1 0.0
N 1.61919 0.39890 0.04665 1.1 -1.8 -0.1
C -1.17020 -0.70786 -0.00342 1.9 0.8 0.0
O 2.99125 -1.38685 0.08729 0.5 0.2 -0.1
H 1.37756 2.25481 0.88390 0.0 -0.2 0.0
```
Forces are in eV/Å.

The HOMO-LUMO gap (alpha / beta) comes out at 6.45 / 5.98 eV. For the total energy, the calculation gives -374.2353 Eh. As for the relative energy (zero: lowest compared OMol25 entry of this formula, charge and spin): 5.833 eV. Its net charge is +1. Its LUMO energy (alpha / beta) is -6.07 / -6.28 eV.